This record from the Open Molecules 2025 dataset describes C33H85BrInN2O8P2 as an isolated structure. The level of theory is ωB97M-V/def2-TZVPD.

Molar mass: 894.72 g/mol
ΔE to the lowest compared entry with this formula, charge and spin: 0.000 eV
Total charge: -1

Each line ends with the Mulliken charge.
CARTESIAN COORDINATES (ANGSTROEM)
1 C 9.60757 -2.44068 -1.23725  -1.390
2 C 8.38532 -1.74401 -0.59870  1.963
3 C 8.74850 -1.16694 0.76695  -1.776
4 C 7.77709 -0.65246 -1.50266  -0.732
5 C 6.50239 -1.07303 -2.23786  -1.368
6 In 4.75546 -1.61613 -0.99231  0.636
7 C 3.08867 -2.18655 -2.33215  -1.213
8 C 1.92911 -2.98064 -1.71490  -0.383
9 C 1.55697 -2.52769 -0.30559  1.133
10 C 0.46322 -3.35606 0.40916  -0.915
11 N 0.09457 -4.59683 -0.28556  -0.509
12 P 3.85866 0.45401 0.26056  0.047
13 N 5.21651 1.56974 0.47151  -0.548
14 O 3.55018 0.03065 1.85794  -0.493
15 P 5.36567 -3.46682 0.75203  0.161
16 O 4.33882 -3.17208 2.05972  -0.540
17 Br 4.22781 -5.27657 -0.00061  -0.370
18 H 9.87219 -1.99540 -2.19725  0.304
19 H 10.48534 -2.37970 -0.58766  0.346
20 H 9.42459 -3.50374 -1.40361  0.319
21 H 7.62659 -2.51162 -0.43812  -0.723
22 H 9.18802 -1.92293 1.42283  0.444
23 H 9.48346 -0.36408 0.64628  0.416
24 H 7.86858 -0.74471 1.25829  0.308
25 H 7.55761 0.23885 -0.90718  0.253
26 H 8.55156 -0.34608 -2.22094  0.394
27 H 6.15222 -0.23284 -2.84824  0.423
28 H 6.70616 -1.89339 -2.93673  0.316
29 H 3.55628 -2.78169 -3.12368  0.388
30 H 2.71610 -1.27178 -2.80622  0.315
31 H 1.03010 -2.89503 -2.33811  0.284
32 H 2.18033 -4.04038 -1.71302  0.232
33 H 2.45034 -2.53636 0.32509  -0.480
34 H 1.22637 -1.48475 -0.36341  -0.235
35 H 0.81979 -3.55627 1.42835  0.267
36 H -0.44661 -2.76017 0.51470  0.408
37 H 0.75806 -5.33781 -0.09711  0.156
38 H -0.81719 -4.91946 0.00644  0.264
39 H 4.94579 2.45982 0.06590  0.243
40 H 5.39907 1.76085 1.45075  0.223
41 H 4.33456 -0.32219 2.29272  0.241
42 H 4.87996 -2.85520 2.79370  0.293
43 C -1.05336 -10.05241 1.03514  -1.057
44 C 0.07593 -9.12097 0.62789  -0.364
45 O -0.18281 -7.75379 0.87405  -0.445
46 C -0.40004 -7.38743 2.22504  -0.270
47 C 0.76481 -7.69707 3.14871  -1.145
48 H -1.98073 -9.77002 0.53422  0.241
49 H -0.80778 -11.07623 0.74770  0.390
50 H -1.22875 -10.04833 2.11202  0.384
51 H 0.22781 -9.17623 -0.45166  0.309
52 H 1.01734 -9.43160 1.09607  0.319
53 H -1.32194 -7.84583 2.60513  0.330
54 H -0.56572 -6.31011 2.19132  0.325
55 H 0.95895 -8.76844 3.22231  0.277
56 H 0.54504 -7.33069 4.15256  0.402
57 H 1.67230 -7.20725 2.79295  0.304
58 C 0.48129 1.66885 2.05956  -1.335
59 C 0.30046 1.77644 0.55800  0.930
60 O -0.72312 0.93788 0.03133  -0.424
61 C -2.02506 1.19510 0.50672  -0.661
62 C -2.52705 2.59452 0.18176  -0.799
63 H 0.70920 0.64040 2.34195  0.249
64 H 1.32251 2.29309 2.36373  0.441
65 H -0.40192 2.00215 2.60971  0.372
66 H 1.21799 1.47291 0.05641  -0.105
67 H 0.11322 2.81830 0.27134  -0.364
68 H -2.09431 1.01154 1.58640  0.339
69 H -2.65719 0.45315 0.01576  0.387
70 H -1.92846 3.36928 0.66286  0.215
71 H -3.55896 2.71421 0.52019  0.399
72 H -2.49389 2.76310 -0.89661  0.286
73 C -4.74092 5.68851 0.38889  -1.082
74 C -3.93539 5.84358 1.66755  -0.482
75 O -2.65681 6.42446 1.48185  -0.436
76 C -2.63839 7.71815 0.90585  -0.325
77 C -3.41408 8.75733 1.69519  -0.754
78 H -4.17975 5.10299 -0.34078  0.250
79 H -5.67822 5.17208 0.60221  0.406
80 H -4.98893 6.65088 -0.06186  0.338
81 H -3.72761 4.86222 2.09476  0.428
82 H -4.51304 6.40469 2.41222  0.381
83 H -3.00175 7.68436 -0.12875  0.303
84 H -1.58175 7.98452 0.86251  0.261
85 H -4.47956 8.53317 1.74277  0.030
86 H -3.31016 9.73514 1.22086  0.398
87 H -3.03677 8.82721 2.71674  0.292
88 C -4.28988 -12.24523 -3.64296  -1.016
89 C -4.30828 -11.25353 -2.49182  -0.365
90 O -3.13773 -11.26494 -1.69714  -0.400
91 C -1.92810 -10.95243 -2.36929  -0.245
92 C -1.90466 -9.57386 -3.00559  -1.181
93 H -4.12290 -13.25829 -3.27422  0.283
94 H -5.24747 -12.21900 -4.16525  0.386
95 H -3.51137 -12.01370 -4.37067  0.266
96 H -5.11244 -11.50573 -1.79962  0.329
97 H -4.51306 -10.24408 -2.86679  0.310
98 H -1.68777 -11.72366 -3.11056  0.334
99 H -1.16257 -11.00457 -1.59585  0.211
100 H -2.64114 -9.47371 -3.80420  0.366
101 H -0.92152 -9.38590 -3.43850  0.404
102 H -2.10166 -8.80296 -2.25921  0.285
103 C 1.79777 7.03204 -0.27404  -1.001
104 C 2.95865 6.28469 -0.91217  -0.453
105 O 2.80666 4.88055 -0.92208  -0.348
106 C 1.67974 4.38339 -1.62732  0.169
107 C 1.67255 4.72705 -3.10674  -1.345
108 H 1.63216 6.68260 0.74601  0.288
109 H 2.01927 8.10061 -0.24566  0.465
110 H 0.86950 6.90072 -0.83166  0.246
111 H 3.86918 6.45934 -0.33738  0.326
112 H 3.14124 6.66609 -1.92465  0.309
113 H 0.75229 4.72111 -1.14965  0.082
114 H 1.72708 3.30259 -1.50246  0.213
115 H 1.60832 5.80218 -3.28499  0.309
116 H 0.80950 4.25942 -3.58263  0.423
117 H 2.57685 4.35292 -3.58836  0.318
118 C -8.69464 9.04371 0.91600  -1.017
119 C -7.97449 9.26391 2.23507  -0.377
120 O -6.70512 9.87916 2.10609  -0.383
121 C -6.68766 11.16653 1.51709  -0.299
122 C -7.49504 12.20744 2.27328  -1.118
123 H -8.07968 8.45008 0.23828  0.244
124 H -9.62910 8.50956 1.09299  0.400
125 H -8.94125 9.98328 0.41983  0.270
126 H -7.76514 8.30327 2.70649  0.345
127 H -8.61083 9.82825 2.92684  0.320
128 H -7.01379 11.11926 0.47144  0.329
129 H -5.63430 11.44819 1.51010  0.302
130 H -8.56018 11.97285 2.28524  0.273
131 H -7.37723 13.18079 1.79506  0.393
132 H -7.15007 12.28441 3.30512  0.309